[1]
The following is a DFT calculation (ωB97M-V with the def2-TZVPD basis set) of 2 unconnected molecules or ions with the total composition C5H10O2 in a non-equilibrium geometry.

```
17
Properties=species:S:1:pos:R:3:nbo_charge:R:1
C -2.7996 -1.6908 -1.8322 -0.6487
C -2.0393 -0.6082 -1.1189 -0.1892
C -0.8860 -0.8292 -0.4689 -0.1803
C 0.3316 -0.0298 -0.5927 -0.3524
C 1.4636 -0.3872 0.0020 0.1641
O 2.4667 0.5478 0.2290 -0.6842
H -2.3468 -2.2687 -2.6274 0.2209
H -3.7726 -1.3437 -2.1782 0.2109
H -3.0334 -2.4637 -1.0701 0.2126
H -2.1807 0.3908 -1.5347 0.1744
H -0.8114 -1.7500 0.1143 0.1923
H 0.1809 0.9051 -1.1248 0.2076
H 1.9997 -1.3241 0.1536 0.2073
H 2.1528 1.3722 -0.1648 0.4651
H 1.1626 3.1764 3.4008 0.4703
H 1.5545 2.1529 2.2790 0.4718
O 1.1518 2.2380 3.1445 -0.9425
```

The orbital gap comes out at 8.5624 eV. As for the SMILES: C/C=C/C=C/O.O. The value obtained for the HOMO energy is -7.88 eV. As for the energy above the lowest of the compared OMol25 structures with the same formula, charge and spin: 3.4813 eV. The LUMO energy is 0.679 eV.

=====

[2]
The following is a DFT calculation (ωB97M-V with the def2-TZVPD basis set) of a molecular structure, C37H49BrN2P2SSr in a non-equilibrium geometry.

```
93
Properties=species:S:1:pos:R:3:mulliken_charge:R:1
C -1.9422 6.0947 -2.3900 -0.2607
C -1.9881 4.7066 -2.6398 -0.1686
C -2.4880 4.3090 -3.9021 -0.4290
C -2.5785 5.2656 -4.9240 -0.4049
N -2.3692 6.5632 -4.7060 -0.5105
C -2.1121 6.9803 -3.4687 -0.3644
C -1.4816 3.6687 -1.7466 0.2049
C -0.5298 2.8980 -1.4407 -0.6947
C 0.5870 2.0165 -1.4159 0.4161
C 1.6686 2.1407 -0.5098 -1.2803
C 2.4780 1.0539 -0.2504 -0.6519
C 2.3009 -0.1664 -0.9373 0.2323
C 1.4827 -0.1440 -2.0986 -0.2813
C 0.6743 0.9523 -2.3634 0.0365
Sr -2.4339 1.4526 -0.8112 1.4568
P 3.2640 -1.6014 -0.4616 1.8921
H -2.6938 3.2588 -4.1171 0.4164
H -1.7258 6.4933 -1.4026 0.4320
H -2.8020 4.9545 -5.9459 0.3711
H -2.0040 8.0591 -3.3314 0.3846
H 0.0789 1.0279 -3.2838 0.6354
H 1.8316 3.0947 0.0062 0.5193
H 1.4189 -1.0112 -2.7375 0.0231
H 3.2614 1.1341 0.5093 0.2301
C 2.4617 -2.5088 0.8931 0.3444
C 2.6874 -4.0175 1.0185 -1.5445
H 1.3686 -2.3362 0.7610 -0.4247
H 2.7560 -1.9825 1.8153 0.2529
H 2.2083 -4.3524 1.9502 0.4504
H 2.2022 -4.5670 0.1936 0.3037
H 3.7564 -4.2774 1.0606 0.3375
C 3.3586 -2.7248 -1.8276 -0.6960
C 3.8916 -2.1739 -3.1515 -1.2368
H 2.3479 -3.1410 -1.9754 0.2276
H 3.9971 -3.5538 -1.4837 0.6146
H 4.2882 -3.0101 -3.7415 0.3869
H 3.1044 -1.7059 -3.7531 0.3514
H 4.6940 -1.4414 -3.0070 0.3487
C 4.8346 -1.0108 0.1639 -0.5838
C 5.8342 -2.0801 0.5515 -1.3553
H 4.5925 -0.3854 1.0287 0.4630
H 5.2291 -0.3367 -0.6039 0.5682
H 6.7639 -1.5940 0.8502 0.4068
H 5.4926 -2.6754 1.4011 0.3033
H 6.0556 -2.7538 -0.2764 0.3851
Br -0.3398 -0.9728 0.1237 -0.2023
P -2.9440 -2.7365 -2.2627 -0.2579
C -1.1671 -3.2265 -2.2145 0.9081
C -0.8941 -4.7170 -2.4317 -1.4399
H -0.7676 -2.8721 -1.2432 -0.6640
H -0.6549 -2.6387 -2.9897 0.1187
H 0.1856 -4.9093 -2.3908 0.3289
H -1.3739 -5.3494 -1.6766 0.3501
H -1.2469 -5.0388 -3.4186 0.3927
C -3.4821 -2.6267 -0.5208 0.2617
C -4.8104 -3.3633 -0.2973 -1.3600
H -3.5826 -1.5681 -0.2404 -0.1248
H -2.6794 -3.0556 0.0920 0.2635
H -5.0882 -3.3361 0.7605 0.3844
H -5.6262 -2.9009 -0.8625 0.3449
H -4.7415 -4.4133 -0.5989 0.3620
C -2.9117 -1.0434 -2.9526 1.2457
C -3.2746 -1.1536 -4.4453 -1.5105
H -1.9047 -0.6159 -2.8041 -0.7366
H -3.6819 -0.4554 -2.4181 0.0343
H -3.4877 -0.1639 -4.8647 0.3726
H -2.4619 -1.6042 -5.0319 0.3455
H -4.1713 -1.7761 -4.5866 0.3991
N -1.6895 1.9048 1.5415 -0.3940
S -0.3341 2.0040 2.3665 0.6373
C -0.5789 3.0571 3.8130 0.3671
C -1.5889 4.0268 3.8217 -0.4266
C -1.9076 4.6992 5.0149 -0.6119
C -1.2053 4.4182 6.1836 -0.4159
C -0.1227 3.5349 6.1538 -0.6578
C 0.2272 2.9054 4.9537 -0.4420
C -0.1215 0.4917 3.2826 0.9601
C 1.1956 0.0663 3.5180 -0.2557
C 1.4306 -1.0176 4.3668 -0.7133
C 0.3371 -1.6903 4.9385 -0.6121
C -0.9716 -1.2759 4.6704 -0.8059
C -1.2074 -0.1783 3.8399 -0.6667
H -2.3840 1.7547 2.2761 0.0614
H -2.1312 4.2642 2.9153 0.4258
H -2.7041 5.4493 5.0337 0.3899
H -1.4825 4.8951 7.1336 0.3812
H 0.4567 3.3326 7.0597 0.3987
H 1.1039 2.2626 4.9264 0.3599
H 2.0201 0.6080 3.0477 0.4835
H 2.4573 -1.3332 4.5764 0.4890
H 0.5254 -2.5523 5.5815 0.4210
H -1.8146 -1.8166 5.1111 0.4228
H -2.2251 0.1543 3.6501 0.2799
```

The orbital gap comes out at 5.2523 eV. The value obtained for the HOMO energy is -12.11 eV. As for the energy above the lowest of the compared OMol25 structures with the same formula, charge and spin: 0.0000 eV. The LUMO energy is -6.861 eV. As for the charge: +2.

=====

[3]
The following is a DFT calculation (ωB97M-V with the def2-TZVPD basis set) of a molecular structure, C20H41GaO9P in a non-equilibrium geometry.

```
72
Properties=species:S:1:pos:R:3:mulliken_charge:R:1
C -0.2067 1.2486 4.0865 -0.4197
P 0.8345 2.2495 2.7960 0.1525
O -0.2779 3.4195 2.0833 -0.5030
Ga 1.6182 0.7628 1.1589 0.0340
C 0.9340 -1.1626 1.6805 0.0933
O 1.3871 -2.0422 0.5902 -0.0551
O 0.6684 -3.1248 0.4944 -0.4220
C 0.6862 1.2170 -0.6674 0.1771
C 1.5159 1.6696 -2.0302 -0.2399
C 0.6415 2.0467 -3.3909 -0.4407
C -1.0119 1.9519 -3.3272 -0.3231
C -1.8489 1.4630 -1.9988 -0.3515
C -0.9788 1.0922 -0.6539 -0.0195
H 0.3617 0.2516 4.3158 0.2079
H -1.2771 1.1100 3.6345 -0.2269
H -0.3221 1.8324 5.0983 0.3178
H -1.2388 3.1642 2.3053 0.2758
H 3.2189 0.7505 1.0667 -0.3170
H -0.2282 -1.0508 1.7752 -0.3826
H 1.3677 -1.4626 2.7488 0.1599
H -0.3020 -2.9544 0.7157 0.3002
H 2.7007 1.7179 -2.0161 0.2851
H 1.1452 2.4097 -4.3889 0.2573
H -1.6665 2.2441 -4.2785 0.2025
H -3.0253 1.3857 -1.9781 0.2255
H -1.5369 0.7378 0.3176 0.0533
C 3.8975 -2.3078 -1.9032 -0.7136
O 4.7570 -2.4032 -3.0271 -0.3641
C 4.1770 -1.8761 -4.2185 -0.5581
C 5.2144 -1.0869 -5.0282 -0.2622
O 5.6008 0.1624 -4.4370 -0.4804
C 6.4176 0.0854 -3.2617 -0.1727
C 7.8324 -0.4534 -3.5103 -0.6196
O 7.7996 -1.8622 -3.7315 -0.2545
C 8.7784 -2.2996 -4.6602 -0.8166
H 3.1042 -3.0593 -1.9770 0.3754
H 4.4871 -2.5012 -1.0036 0.3057
H 3.4626 -1.3076 -1.8174 0.2575
H 3.3241 -1.2210 -3.9948 0.3450
H 3.8246 -2.7237 -4.8141 0.3758
H 4.7529 -0.8241 -5.9912 0.4090
H 6.0857 -1.6927 -5.2711 0.0741
H 5.9106 -0.4624 -2.4674 0.0577
H 6.5126 1.1190 -2.9086 0.3952
H 8.4536 -0.2744 -2.6268 0.3928
H 8.2728 0.0738 -4.3667 0.3390
H 8.7650 -1.6910 -5.5686 0.3623
H 8.5396 -3.3296 -4.9454 0.2265
H 9.7688 -2.2752 -4.2019 0.3264
C -3.6718 -1.0390 2.9732 -0.6440
O -4.4550 0.1230 3.1911 -0.2685
C -4.7067 0.8576 1.9950 -0.3760
C -6.1510 1.3753 1.9657 -0.3503
O -7.1416 0.3550 1.7733 -0.4729
C -7.3672 -0.5303 2.8777 -0.2665
C -8.0143 0.1358 4.0988 -0.5560
O -7.0664 0.9516 4.7849 -0.2383
C -7.6475 2.1101 5.3611 -0.8203
H -2.6279 -0.7566 2.8000 -0.0061
H -3.7268 -1.6622 3.8693 0.2914
H -4.0498 -1.6222 2.1285 0.4222
H -4.5284 0.2442 1.1013 0.3757
H -4.0190 1.7085 1.9822 0.2138
H -6.2460 2.0425 1.0967 0.4282
H -6.3805 1.9865 2.8368 0.0973
H -6.4550 -1.0638 3.1447 0.0518
H -8.0660 -1.2871 2.5022 0.4155
H -8.3532 -0.6337 4.7999 0.3998
H -8.8815 0.7237 3.7706 0.3435
H -8.2746 2.6413 4.6397 0.3638
H -6.8373 2.7842 5.6586 0.2338
H -8.2303 1.8392 6.2434 0.3205
```

The orbital gap comes out at 6.2065 eV. The value obtained for the HOMO energy is -3.82 eV. The LUMO energy is 2.383 eV. As for the charge: -1.

=====

[4]
The following is a DFT calculation (ωB97M-V with the def2-TZVPD basis set) of a single C8H6Cl2O2 molecule in a non-equilibrium geometry.

```
18
Properties=species:S:1:pos:R:3:nbo_charge:R:1
C 0.7666 -0.8367 -2.2475 -0.2416
C -0.2900 -1.7216 -1.9859 -0.1683
C 1.1575 0.0725 -1.2899 -0.1518
C -0.9063 -1.6871 -0.7699 -0.2735
C 0.3536 0.1767 -0.1410 -0.1866
C -0.7265 -0.6582 0.1048 0.3390
C -0.3778 0.7642 2.0590 0.3880
C 0.5433 1.2500 0.8725 -0.0635
O -1.3217 -0.3614 1.2791 -0.5306
O -0.9693 1.5960 2.8678 -0.6454
Cl 2.2041 1.6987 1.3765 0.0161
Cl -0.2498 2.7855 0.3591 -0.0498
H 1.4545 -0.9836 -3.1068 0.2178
H -0.5950 -2.5716 -2.5779 0.2213
H 2.0109 0.6496 -1.3648 0.2187
H -1.6245 -2.4441 -0.6017 0.2206
H 0.1102 0.0346 2.6595 0.1876
H -1.5399 2.2364 2.5071 0.5019
```

The orbital gap comes out at 9.2636 eV. As for the SMILES: O[C@H]1Oc2ccccc2C1(Cl)Cl. The value obtained for the HOMO energy is -8.77 eV. As for the energy above the lowest of the compared OMol25 structures with the same formula, charge and spin: 0.5093 eV. The LUMO energy is 0.495 eV.

=====

[5]
The following is a DFT calculation (ωB97M-V with the def2-TZVPD basis set) of 2 unconnected molecules or ions with the total composition C3H2ClF3 in a non-equilibrium geometry.

```
9
Properties=species:S:1:pos:R:3:nbo_charge:R:1
C -0.1912 -0.6639 0.2996 -0.5872
C -0.5061 -0.3271 1.5062 0.7390
C -0.5683 2.2633 -0.6360 0.3454
F 0.3499 0.0655 2.4343 -0.2946
F -1.8229 -0.3823 1.9454 -0.3317
F -1.7043 2.3429 -1.2608 -0.3175
Cl -0.8877 3.0239 0.8797 -0.0354
H 0.8795 -0.7139 0.0438 0.2362
H -0.8645 -1.0994 -0.5054 0.2459
```

The orbital gap comes out at 9.5961 eV. The value obtained for the HOMO energy is -10.10 eV. As for the energy above the lowest of the compared OMol25 structures with the same formula, charge and spin: 2.7902 eV. The LUMO energy is -0.507 eV.